28
Properties=species:S:1:pos:R:3:forces:R:3 method="wB97M-V/def2-TZVPD" homo_ev="-5.0702 / -5.1914" energy_ev=-258554.7365 e_lumo_ev="2.3334 / 1.5441" relative_energy_kcal_mol=0.0 charge=-1 multiplicity=2
Br 2.7697 3.6078 -1.5930 0.016 0.011 0.005
N 1.7495 -1.1133 2.6423 0.222 -0.157 -0.139
C -1.5113 -1.7061 -1.3847 -0.031 -0.053 0.131
H 1.4100 2.5760 -3.9653 0.009 0.012 0.013
C 0.2390 0.3527 -1.0438 0.003 -0.100 0.200
C -1.1603 -0.9706 -2.4745 0.057 0.055 -0.075
C 1.1744 1.4236 -0.7624 0.005 -0.078 0.348
O 1.6105 1.6147 0.4361 -0.152 0.049 -0.142
Cl -0.2204 3.7656 3.0274 -0.019 -0.155 0.011
H -0.4231 -2.6256 1.5451 -0.001 0.025 -0.017
H -2.2052 -2.5317 -1.4748 0.005 0.005 0.012
O 2.5061 -3.1430 3.9651 0.199 -0.092 -0.151
C -0.2517 0.1025 -2.3383 -0.075 -0.023 -0.111
Si -0.3572 1.6793 3.1520 -0.002 -0.023 0.110
H -1.5662 -1.1997 -3.4509 -0.004 0.007 0.004
C 1.0716 1.9454 -3.1550 0.128 0.106 0.115
N -0.1229 -0.4036 0.0303 0.144 0.231 -0.251
C -1.3216 -2.1929 1.1034 -0.008 -0.025 -0.032
Cu 1.0077 0.3822 1.8095 0.048 0.123 -0.315
Cl -2.4000 1.3037 2.7350 0.135 0.030 0.059
Br -0.4217 0.6496 -5.1731 -0.018 -0.010 -0.016
H -2.0166 -2.9952 0.8584 -0.011 0.012 0.017
C 0.1937 0.9334 -3.3967 -0.045 -0.073 0.091
H -1.7757 -1.5434 1.8536 0.006 0.008 -0.002
S 1.6245 -1.9910 3.8135 -0.431 0.083 0.514
Cl -0.1920 1.2909 5.2138 -0.077 0.061 -0.134
C -0.9647 -1.3970 -0.1168 -0.047 -0.088 0.033
C 1.5538 2.1860 -1.8562 -0.057 0.054 -0.278